(1)
DFT (ωB97M-V with the def2-TZVPD basis set) results for a molecular structure, C16H18N2O5.

Each line ends with the Löwdin charge.
Cartesian coordinates (Å):
C (-4.64837, -0.32305, -0.67278)  0.004
H (-5.49918, -0.21378, -0.24852)  -0.001
O (-3.62471, 0.55513, -0.06920)  -0.044
C (-2.43544, 0.47352, -0.50336)  -0.248
C (-1.96732, -0.36675, -1.71559)  0.082
C (-0.70420, -0.19644, -1.85093)  -0.042
C (0.11485, 0.56507, -0.99826)  -0.257
C (-0.30839, 1.44153, -0.20715)  0.023
C (-1.66969, 1.34664, 0.18322)  -0.208
O (-2.12488, 1.89932, 1.34090)  -0.112
C (-1.36402, 2.88457, 2.20838)  0.055
H (-2.03279, 3.12405, 2.91226)  0.029
H (-0.46783, 1.88338, 2.46244)  0.194
H (-0.86270, 3.63816, 1.70590)  0.052
H (0.38619, 2.01675, 0.34768)  0.099
N (1.50642, 0.63369, -1.33074)  0.122
C (2.60079, 1.28078, -0.87092)  -0.469
O (2.35096, 2.46163, -0.31594)  -0.063
C (4.03552, 0.87792, -1.05208)  -0.010
H (4.67955, 1.57961, -0.85625)  0.040
H (3.99084, 0.15645, -1.97794)  0.139
C (3.94641, -0.00880, 0.43115)  -0.214
N (2.97527, -0.93339, 0.45265)  -0.034
C (1.83561, -0.74376, 1.35701)  -0.507
O (1.87335, 0.24151, 1.79279)  0.216
C (0.82640, -1.64058, 0.90529)  -0.161
C (-0.47149, -1.88332, 1.52643)  -0.059
C (-1.20996, -2.49194, 0.79510)  -0.208
C (-0.51977, -3.16352, -0.05062)  -0.036
O (0.79840, -2.57818, -0.05097)  0.010
H (-0.58935, -3.74856, -0.97960)  0.145
H (-2.28784, -2.97035, 0.90443)  0.188
H (-0.75116, -1.06978, 2.38992)  0.195
H (2.87151, -1.89081, -0.33092)  0.261
H (4.98495, -0.70597, 0.26480)  0.160
H (4.06044, 0.73629, 1.19890)  0.119
H (1.88600, -0.11104, -2.20040)  0.239
H (-0.27648, -0.66439, -2.47076)  0.018
H (-2.65496, -0.77694, -2.13662)  0.007
H (-4.91822, 0.14399, -1.69897)  0.135
H (-4.33467, -1.45863, -0.59074)  0.139

Cartesian forces, eV/Å:
6.27 -0.44 -3.67
-5.31 0.85 3.91
-7.23 -2.20 0.73
2.12 -1.29 -3.43
2.12 8.22 10.22
-0.64 4.57 6.64
3.69 -2.34 -5.60
-3.65 3.58 5.86
3.48 0.86 0.87
-1.35 1.86 -0.12
4.04 -8.60 -3.07
-2.07 0.85 2.77
-2.06 3.96 0.50
0.67 1.50 -1.12
0.39 0.81 0.24
3.33 -5.03 -4.93
-2.10 8.02 1.08
1.44 -4.17 -1.05
-7.15 -7.07 0.11
3.50 3.96 0.08
1.27 1.33 1.82
7.13 -1.34 -4.46
-3.51 -7.06 -1.30
4.00 -11.71 -11.61
-2.06 14.07 9.83
-6.69 -3.75 3.23
9.36 14.05 10.42
-13.43 -9.02 -4.17
5.97 -0.91 -5.91
0.35 -0.83 -1.15
-0.53 0.11 0.98
1.97 1.85 0.26
0.43 -2.47 -1.99
1.04 4.14 3.30
-2.04 2.29 1.07
-0.43 -0.24 0.45
-1.97 2.48 3.55
6.21 -6.43 -8.97
-7.23 -5.30 -5.55
1.08 -1.48 0.92
-0.46 2.31 -0.73

## Properties
Molar mass: 318.329 g/mol
Electronic energy: -1105.62103 hartree
E_HOMO: -6.957 eV
Frontier orbital gap: 0.2622 Eh
F_max: 19.8 eV/A
Spin multiplicity: 1

(2)
DFT (ωB97M-V with the def2-TZVPD basis set) results for a molecular structure, C16H18N2RhS2.

Each line ends with the Löwdin charge.
Cartesian coordinates (Å):
Rh (0.95493, -0.61476, -1.31288)  0.625
C (-1.77053, -1.84671, -1.77604)  -0.059
N (-1.32799, -0.64097, -1.05235)  -0.248
C (-1.61827, -0.72797, 0.39460)  -0.138
C (-0.44420, -0.28677, 1.25752)  -0.161
N (0.80845, -0.96839, 0.87049)  -0.218
C (0.78777, -2.41058, 1.19329)  -0.022
C (2.00942, -0.36491, 1.44648)  -0.299
C (2.03719, 0.06992, 2.76124)  -0.014
C (3.21025, 0.57223, 3.30410)  -0.051
C (4.35634, 0.64538, 2.52718)  -0.053
C (4.33758, 0.18787, 1.22021)  -0.087
C (3.16876, -0.33513, 0.67623)  -0.602
S (3.18260, -1.01556, -0.94147)  0.680
C (-1.84451, 0.59399, -1.63227)  -0.283
C (-3.17127, 0.70354, -2.03023)  -0.022
C (-3.66787, 1.88689, -2.54900)  -0.058
C (-2.83534, 2.98957, -2.67516)  -0.057
C (-1.51361, 2.89321, -2.28376)  -0.102
C (-1.00552, 1.69855, -1.76864)  -0.583
S (0.69397, 1.67657, -1.34051)  0.745
H (-2.84334, -2.02718, -1.68012)  0.095
H (-1.53008, -1.74255, -2.83266)  0.105
H (-1.24670, -2.71774, -1.38053)  0.084
H (-2.47292, -0.09878, 0.64643)  0.145
H (-1.88959, -1.75702, 0.63154)  0.121
H (-0.28139, 0.78518, 1.15747)  0.115
H (-0.69804, -0.50769, 2.29813)  0.134
H (0.71505, -2.54750, 2.27505)  0.117
H (-0.05836, -2.90043, 0.71554)  0.082
H (1.70785, -2.87259, 0.84529)  0.090
H (1.14524, 0.01504, 3.37292)  0.118
H (3.22184, 0.90056, 4.33408)  0.115
H (5.26652, 1.05415, 2.94408)  0.117
H (5.22691, 0.24787, 0.60641)  0.113
H (-3.84013, -0.14113, -1.92376)  0.116
H (-4.70688, 1.94478, -2.84239)  0.114
H (-3.21818, 3.91889, -3.07362)  0.117
H (-0.84593, 3.74020, -2.38288)  0.109

Cartesian forces, eV/Å:
-0.19 0.22 3.09
-0.09 -0.10 -0.11
1.04 0.25 -0.78
0.14 -0.16 0.33
-0.42 0.22 0.01
0.31 0.46 -2.01
-0.01 -0.38 -0.07
0.48 0.11 0.25
-0.29 -0.01 0.01
-0.01 0.00 -0.01
-0.04 -0.02 0.05
0.01 0.02 -0.01
0.02 -0.13 0.27
-1.00 0.51 -0.85
-0.14 0.49 -0.20
-0.10 -0.16 0.17
-0.04 0.00 0.01
-0.05 -0.06 0.09
0.10 -0.05 0.05
-0.42 0.09 -0.18
0.56 -1.54 0.02
0.01 0.02 0.05
-0.02 0.04 0.00
0.02 0.03 0.01
-0.05 -0.05 -0.03
-0.03 0.00 -0.03
0.07 -0.03 0.01
0.11 -0.02 0.02
-0.05 0.13 -0.01
0.02 0.02 -0.02
0.01 0.06 -0.03
0.03 0.04 0.02
0.00 0.04 -0.02
0.01 0.00 -0.02
-0.01 -0.06 -0.01
0.00 0.00 -0.01
0.02 0.00 -0.04
0.03 0.01 -0.02
-0.03 0.01 -0.04

## Properties
Molar mass: 405.374 g/mol
Electronic energy: -1636.68637 hartree
E_HOMO (alpha / beta): -11.328 / -11.328 eV
Frontier orbital gap (alpha / beta): 0.2215 / 0.2215 Eh
Charge: +1
F_max: 3.1 eV/A
Spin multiplicity: 1